[1]
One molecule with the formula C4H8O3. Source: OMol25; level of theory: ωB97M-V/def2-TZVPD.

The calculation puts the HOMO-LUMO gap at 9.72 eV. The structure (SMILES) is C=C(CO)OCO. The calculation puts the energy above the lowest of the compared OMol25 structures with the same formula, charge and spin at 93.2 kcal/mol. For the HOMO energy, the calculation gives -9.258 eV. Its lowest unoccupied orbital energy is 0.46 eV.

The geometry in ORCA input format:
```
! RIJCOSX wB97M-V def2-TZVPD def2/J DEFGRID3
* xyz 0 1
O -1.4383 1.6310 -1.8381
C -0.9839 0.6824 -0.9917
C -0.8561 -1.2781 0.8862
C 0.2266 -0.8837 0.2007
O 0.1913 -0.6206 -1.1378
C 1.4739 -0.3450 0.8910
O 1.9465 0.7661 0.1590
H -1.0953 2.5002 -1.5760
H -0.4165 1.1269 -0.1902
H -1.7353 -0.0717 -0.8853
H -1.7376 -1.6724 0.3888
H -0.9043 -1.1846 1.9675
H 1.2254 -0.0073 1.9049
H 2.2568 -1.1165 0.9852
H 1.8468 0.4733 -0.7642
*
```



[2]
C20H18CoF6N3O3Sb as an isolated structure. Source: OMol25; level of theory: ωB97M-V/def2-TZVPD.

The calculation puts the HOMO-LUMO gap at 5.35 eV. For the HOMO energy, the calculation gives -10.644 eV. Its lowest unoccupied orbital energy is -5.29 eV.

The geometry in ORCA input format:
```
! RIJCOSX wB97M-V def2-TZVPD def2/J DEFGRID3
* xyz 1 1
Co 0.2775 -0.7167 0.0096
O -4.8526 2.7243 2.5483
C -4.7402 2.4631 1.3439
O -5.4411 2.7154 0.3552
C -3.4611 1.6617 1.0030
C -2.5344 1.3870 2.0039
C -1.3968 0.6875 1.6662
N -1.2010 0.3001 0.3972
C -2.0969 0.5271 -0.5767
C -3.2527 1.2223 -0.3012
C -1.6707 -0.0578 -1.8538
C -2.3558 0.0422 -3.0472
C -1.8088 -0.5481 -4.1781
C -0.5947 -1.2107 -4.0851
C 0.0387 -1.2752 -2.8588
N -0.4950 -0.7179 -1.7695
C -0.3146 0.2373 2.5490
C -0.2385 0.4933 3.9028
C 0.8396 -0.0105 4.6155
C 1.8079 -0.7497 3.9553
C 1.6716 -0.9677 2.5980
N 0.6315 -0.4878 1.9121
H -2.7462 1.7227 3.0109
H -4.0077 1.4357 -1.0469
H -3.2956 0.5734 -3.0944
H -2.3276 -0.4852 -5.1250
H -0.1396 -1.6804 -4.9446
H 0.9807 -1.7871 -2.7294
H -1.0064 1.0754 4.3917
H 0.9207 0.1759 5.6777
H 2.6579 -1.1637 4.4775
H 2.3937 -1.5469 2.0434
F 1.6045 -2.1163 -0.3060
Sb 0.6196 -3.8289 0.0927
F 2.1502 -4.7677 -0.3556
F 1.1896 -3.5794 1.8521
F -0.5211 -5.2087 0.5286
F -0.6699 -2.3205 0.4212
F 0.0532 -3.7530 -1.6846
C 2.6664 1.8337 -2.0816
C 3.6358 1.5616 -0.9135
C 2.7858 0.8662 0.1555
O 1.4622 0.7187 -0.4358
C 1.3025 1.7668 -1.4314
H 2.7533 1.0567 -2.8410
H 2.8417 2.7964 -2.5556
H 4.0502 2.4882 -0.5227
H 4.4644 0.9321 -1.2274
H 2.6941 1.4616 1.0643
H 3.1407 -0.1280 0.4115
H 1.0402 2.6968 -0.9226
H 0.4951 1.4850 -2.0985
*
```



[3]
A 2-piece molecular cluster, C4H8N3 overall at a distorted geometry. Source: OMol25; level of theory: ωB97M-V/def2-TZVPD.

The calculation puts the HOMO-LUMO gap (spin up / spin down) at 8.77 / 8.60 eV. The calculation puts the energy above the lowest of the compared OMol25 structures with the same formula, charge and spin at 179.5 kcal/mol. For the HOMO energy (spin up / spin down), the calculation gives -14.402 / -14.556 eV. Its lowest unoccupied orbital energy (spin up / spin down) is -5.63 / -5.96 eV.

The geometry in ORCA input format:
```
! RIJCOSX wB97M-V def2-TZVPD def2/J DEFGRID3
* xyz 1 1
C -0.0809 -0.2094 -3.7666
C -0.1058 -0.1623 0.0667
C -0.6997 -1.5019 -0.2860
C 0.5397 1.3516 1.9630
N 0.3251 0.1970 1.2354
N 0.0338 0.4034 -2.8178
N 0.4091 0.5739 -0.8630
H -0.1210 -0.8981 -4.5803
H -0.7657 -1.6900 -1.2954
H -0.0656 -2.3113 -0.0968
H -1.6695 -1.8349 0.2836
H 0.0244 2.2416 1.6538
H 1.6463 1.4517 1.8369
H 0.5354 0.8208 3.0253
H 1.0625 1.3059 -0.8773
*
```



Looking at DFT total energy for the records above, in order, we have -382.8162 -3385.0519 -321.0053 a.u..